C22H37ClP2Pb | ωB97M-V/def2-TZVPD

Total charge: 0
Gap between HOMO and LUMO in hartree: 0.1977
Energy above the lowest of the compared OMol25 structures with the same formula, charge and spin in kcal/mol: 53.4
LUMO in eV: -0.6
Total energy in Ha: -2195.9532

CARTESIAN COORDINATES (ANGSTROEM)
Pb -2.8236 0.0792 0.5604
Cl -4.5154 2.1049 2.6048
P -0.4743 -2.2038 1.0527
P 0.0474 -0.9737 -2.4225
C 0.6060 -3.7345 1.1336
C 4.0900 -1.4710 -1.1937
C 1.7896 0.2213 0.4924
C -2.3259 5.3581 3.4083
C 1.5156 0.4730 -2.1268
C -1.1782 -2.8362 -0.5668
C -0.2077 -2.6707 -1.7687
C 0.9910 -1.5645 -3.8877
C -3.1725 3.1527 2.9325
C 2.8459 -1.9609 -0.5065
C -1.4492 -0.2845 -3.1920
C -3.4028 4.4607 3.3441
C -1.0406 4.9175 3.0856
C 1.1252 0.9630 -0.6824
C -2.8394 2.1994 -0.4603
C -1.7156 1.1998 2.4949
C -0.8068 3.5819 2.7632
C -1.8659 2.6335 2.7318
C 4.0122 0.0322 -1.5349
C -1.3432 -2.4672 2.6584
C 2.9056 0.3439 -2.4480
C 2.1381 -1.2443 0.3962
H 3.9338 0.6258 -0.6159
H 1.9544 -1.9724 -3.5423
H -0.0489 -4.6219 1.0767
H 1.4015 2.0321 -0.5946
H 1.1767 0.3639 1.4080
H 3.1992 0.6525 -3.4593
H -1.5682 -0.7536 -4.1812
H -0.5840 -2.8178 3.4038
H -2.4867 6.3961 3.7006
H 2.7793 -3.0641 -0.4665
H -1.7730 2.4788 -0.4088
H 1.9335 -1.7291 1.3774
H -2.3431 -0.4902 -2.5809
H -1.7481 -1.4906 2.9949
H -0.2082 5.6288 3.0925
H 1.2886 -3.8581 0.2728
H -4.4053 4.7964 3.6060
H -0.6094 -3.2060 -2.6562
H 5.0120 -1.6418 -0.5991
H 4.1583 -2.0334 -2.1501
H 0.8090 -3.0556 -1.5791
H -3.0991 2.0150 -1.5166
H 1.1797 -3.7752 2.0771
H 4.9278 0.3514 -2.0575
H -0.6835 0.8352 2.4010
H -2.2950 0.6109 3.2169
H -2.1525 -2.3511 -0.7788
H 0.2144 3.2548 2.5582
H 2.7073 0.7466 0.7760
H 1.1839 -0.7383 -4.5898
H 1.0493 1.1722 -2.8722
H -1.3027 -3.9221 -0.4273
H -3.4259 3.0640 -0.0999
H 0.4408 -2.3636 -4.4103
H -2.2045 -3.1691 2.6190
H -1.3365 0.8046 -3.3140
H 0.0196 0.9153 -0.5488

***

C7H15N2OP | ωB97M-V/def2-TZVPD

Total charge: 0
Gap between HOMO and LUMO in hartree: 0.3599
Energy above the lowest of the compared OMol25 structures with the same formula, charge and spin in kcal/mol: 79.1
LUMO in eV: 0.9
Total energy in Ha: -801.7189
SMILES: CCC(=O)N1CCCPN1C

CARTESIAN COORDINATES (ANGSTROEM)
P -1.9032 1.0216 -0.7387
O 2.0292 -1.4162 0.1603
N -0.6964 0.9933 0.3362
N 0.1173 -0.3639 0.4895
C 1.4425 -0.3612 0.1885
C -0.9921 1.6228 1.5954
C -0.6680 -1.5879 0.6690
C -2.6594 -0.6951 -0.4193
C -1.5859 -1.7708 -0.4865
C 2.0191 0.8956 -0.3978
C 3.3593 0.6761 -1.1223
H -1.1272 0.5431 -1.7278
H 0.1083 -2.2663 1.1598
H 1.9600 1.7470 0.3873
H -0.4104 2.5609 1.7163
H -1.2476 -1.4425 1.5695
H -1.9673 -2.7004 -0.1096
H -3.2585 -1.0079 -1.2718
H -2.9914 -0.8377 0.5659
H 3.3518 -0.2259 -1.6678
H 1.3708 1.2818 -1.1922
H -0.7684 1.0095 2.5074
H 4.2199 0.9362 -0.4616
H -1.0345 -1.8893 -1.3694
H -2.0918 1.8983 1.6115
H 3.4238 1.3788 -1.9918

***

C4H12N2S | ωB97M-V/def2-TZVPD

Total charge: 0
Gap between HOMO and LUMO in hartree: 0.3144
Energy above the lowest of the compared OMol25 structures with the same formula, charge and spin in kcal/mol: 20.4
LUMO in eV: 0.9
Total energy in Ha: -667.2624
SMILES: N/C=C/N.CSC

CARTESIAN COORDINATES (ANGSTROEM)
S -0.5397 -1.6401 2.1009
N 0.2988 2.5799 -1.6271
N 2.1655 -0.4901 -0.5985
C 0.8217 1.2574 -1.5458
C -1.3105 -2.2743 0.5526
C 1.6598 0.8385 -0.5994
C -1.0834 0.0981 1.9159
H 1.9385 -1.0101 0.2311
H -0.5087 0.5620 1.1166
H 2.0710 1.4967 0.1528
H -0.2253 2.7150 -2.4774
H -2.1431 0.0984 1.6825
H -0.6061 -2.2132 -0.2730
H 1.9079 -1.0171 -1.4185
H -0.2276 2.8413 -0.8055
H 0.4707 0.5621 -2.3020
H -2.2077 -1.7040 0.3322
H -1.5847 -3.3151 0.7092
H -0.8972 0.6144 2.8535

***

C14H40F2INO9S6Si2 | ωB97M-V/def2-TZVPD

Total charge: 0
Gap between HOMO and LUMO in hartree: 0.3261
LUMO in eV: 0.2
Total energy in Ha: -4754.8169

CARTESIAN COORDINATES (ANGSTROEM)
I -3.6181 7.3480 3.8180
S -6.8581 -5.7012 -0.0714
S 3.5704 1.6213 0.6206
S -3.7226 -2.7972 -2.7692
S 0.2988 -2.5250 -1.4669
S 8.0404 1.2243 -0.2636
S -2.1171 2.0436 -0.0392
Si -2.9666 5.9844 1.8308
Si -0.2442 5.5997 1.2301
F 1.7629 7.8739 0.4863
F 2.0330 4.2303 1.6390
O 3.0504 5.6245 3.0608
O -2.2985 3.1392 0.9649
O -1.5878 6.6701 1.0968
O -2.3315 -3.1583 -3.1654
O -6.6423 -5.2956 -1.4902
O 7.3622 1.8734 0.8941
O 1.6092 8.4988 2.5470
O 2.1899 1.2912 0.1472
O -0.4008 -1.8670 -0.3233
N 1.0532 6.3232 2.2515
C 8.3777 -0.4850 0.1977
C -3.9445 -3.3207 -1.0605
C 4.5196 2.1324 -0.8212
C 2.0186 -1.9890 -1.4207
C -0.6834 1.1135 0.4877
C -8.3123 -6.7634 -0.0316
C 2.1538 5.3919 2.3599
C 9.7586 1.7619 -0.2533
C 4.4296 0.0606 0.8740
C 0.6221 -4.2306 -0.9893
C -4.8258 -4.0238 -3.4861
C -7.6224 -4.3073 0.7770
C -3.3418 0.7718 0.3132
C 1.4794 7.6171 1.8022
H -0.7923 0.8175 1.5324
H 1.2387 -4.7095 -1.7505
H 3.9667 -0.4532 1.7161
H -4.3302 1.1739 0.0911
H 8.9023 -0.5141 1.1536
H 2.4345 -2.1572 -0.4259
H 7.4278 -1.0103 0.2885
H -4.8111 -3.9058 -4.5696
H 1.1278 -4.2564 -0.0225
H 10.1949 1.5892 0.7312
H 4.1198 3.0817 -1.1761
H -4.9870 -3.1827 -0.7730
H -8.0730 -7.6913 -0.5490
H 5.5661 2.2619 -0.5424
H -4.4873 -5.0261 -3.2249
H 5.4772 0.2606 1.1011
H -3.3061 -2.7031 -0.4276
H -3.1515 -0.0962 -0.3193
H 4.3468 -0.5590 -0.0210
H 10.3152 1.2134 -1.0141
H -8.4997 -3.9713 0.2226
H -3.6597 -4.3683 -0.9536
H -7.9064 -4.6075 1.7862
H -8.5736 -6.9827 1.0042
H 9.7861 2.8264 -0.4815
H -0.5696 0.2305 -0.1418
H 8.9807 -0.9582 -0.5780
H 4.4305 1.3838 -1.6107
H 0.1897 5.2448 -0.1269
H -5.8375 -3.8632 -3.1177
H -2.7648 4.6408 2.3451
H -0.3316 -4.7513 -0.9154
H -9.1451 -6.2705 -0.5347
H -0.6329 4.3552 1.9064
H 0.1921 1.7482 0.3815
H -6.8954 -3.4980 0.8319
H -3.2911 0.4905 1.3660
H -4.1052 5.9539 0.8913
H 2.0522 -0.9245 -1.6525
H 2.5903 -2.5426 -2.1674

***

C2H6N3O2 | ωB97M-V/def2-TZVPD

Total charge: -1
Gap between HOMO and LUMO in hartree: 0.2618
Energy above the lowest of the compared OMol25 structures with the same formula, charge and spin in kcal/mol: 148.4
LUMO in eV: 4.1
Total energy in Ha: -394.4236
SMILES: CN(C)N=[N+]([O-])[O-]

CARTESIAN COORDINATES (ANGSTROEM)
O -1.6616 1.7652 2.1946
O -1.8509 -0.3098 1.5795
N -0.4198 1.0814 0.5860
N -0.2123 0.0942 -0.3647
N -1.3354 0.8204 1.4434
C 0.6028 0.5735 -1.4456
C 0.5291 -1.3509 0.2352
H 1.5190 -1.0666 0.5769
H -0.1172 -1.6663 1.0396
H 0.0227 1.3137 -2.0013
H 0.5483 -2.0312 -0.6008
H 0.8240 -0.2642 -2.1122
H 1.5513 1.0408 -1.1308

***

C5H11NO | ωB97M-V/def2-TZVPD

Total charge: 0
Gap between HOMO and LUMO in hartree: 0.3807
Energy above the lowest of the compared OMol25 structures with the same formula, charge and spin in kcal/mol: 46.7
LUMO in eV: 0.9
Total energy in Ha: -327.0570
SMILES: C/C=N\C.CC=O

CARTESIAN COORDINATES (ANGSTROEM)
O 0.3290 2.7396 -1.1082
N 1.0829 -0.3104 -0.6312
C 1.7057 -0.9710 0.4975
C -1.0635 1.7293 0.5633
C -0.0621 -0.6834 -1.0330
C -0.9126 -1.8185 -0.5194
C 0.2542 2.2008 -0.0335
H 2.6669 -0.4904 0.7062
H -1.9786 -1.6539 -0.7087
H -0.6490 -2.7655 -1.0139
H 1.1450 2.0776 0.6144
H -0.7918 -1.9424 0.5607
H -0.8922 0.9106 1.2655
H 1.0899 -0.8831 1.4046
H -0.4695 -0.0865 -1.8534
H -1.5439 2.5512 1.1095
H 1.8761 -2.0349 0.2964
H -1.7017 1.3797 -0.2507

***

C3H8NO3S | ωB97M-V/def2-TZVPD

Total charge: -1
Gap between HOMO and LUMO in hartree: 0.2754
Energy above the lowest of the compared OMol25 structures with the same formula, charge and spin in kcal/mol: 91.6
LUMO in eV: 3.9
Total energy in Ha: -797.7262

CARTESIAN COORDINATES (ANGSTROEM)
S -1.6349 -1.4966 -0.8975
O -2.0336 1.2037 -0.6967
O -3.0068 -0.9303 -0.7591
O -1.1250 -2.2674 0.2676
N -0.8070 0.5418 -0.6401
C -0.2297 0.5043 0.6632
C 1.2979 0.7587 0.5426
C 1.9815 -0.3220 -0.3127
H -2.6684 0.4386 -0.7047
H 3.0184 0.0301 -0.2666
H 1.8462 -1.3267 0.0578
H -0.4317 -0.4751 1.0807
H 1.4460 -0.4979 -1.2134
H 1.3303 1.7559 -0.0575
H -0.6778 1.2629 1.3748
H 1.6948 0.8199 1.5616